A cluster of 2 separate species, C3HBr3O2 in total at a distorted geometry, computed with wB97M-V/def2-TZVPD.

Structure (XYZ):
```
9
Properties=species:S:1:pos:R:3:lowdin_charge:R:1
C 0.920 0.317 0.623 -0.38
C -1.471 -0.294 0.859 -0.88
C 0.987 0.009 -0.831 -1.03
O 1.527 0.439 1.572 0.19
O -1.727 -1.428 0.799 -0.02
Br -2.589 1.178 0.933 0.65
Br -0.563 1.023 -1.604 0.67
Br 1.144 -1.902 -1.103 0.75
H 1.772 0.658 -1.248 0.05
```

Results
energy relative to the best compared isomer or geometry (same formula, charge and spin): 57.3 kcal per mole
F_max: 5.4 eV Å⁻¹
HOMO-LUMO gap (spin up / spin down): 0.269 / 0.255 Eh
charge: 0
total energy: -217345.5758 eV